No. 1
{"formula": "C4H4FNO5P", "method": "ωB97M-V with the def2-TZVPD basis set", "lumo_ev": 2.383, "charge": -1, "homo_lumo_gap_ev": 5.86, "spin_multiplicity": 1, "homo_energy_ev": -3.47, "species": ["N", "C", "C", "P", "O", "O", "C", "O", "O", "C", "O", "H", "H", "H", "H", "F"], "positions_angstrom": [[-0.3514, 2.1751, 0.9040], [-0.3381, 0.7028, 1.1639], [0.0463, -0.4212, 0.2521], [0.5474, -0.4590, -1.5125], [0.3233, -1.9293, -2.3486], [1.2549, 0.8545, -2.2703], [0.0845, -1.6212, 1.3052], [1.0829, -2.4708, 1.2353], [-0.5339, -1.5063, 2.6329], [-0.9216, -0.1068, 2.4390], [-2.0310, 0.3183, 2.9513], [-0.5813, 2.4222, -0.0877], [0.6882, 2.4288, 0.9736], [-0.3333, -2.5297, -1.8930], [0.8724, 1.7632, -2.0581], [0.1908, 0.3796, -3.6871]], "forces_ev_per_angstrom": [[2.09, -1.66, 0.09], [0.47, -3.56, -0.26], [-0.94, 1.40, 1.07], [-0.20, 0.56, 0.22], [-0.45, 0.88, 1.63], [3.14, 1.67, 7.67], [7.27, -3.98, 0.14], [-5.92, 3.67, 0.04], [0.54, 3.46, -4.74], [-6.00, 3.85, -0.51], [5.40, -2.03, -0.97], [-0.14, -0.85, 1.09], [-1.96, -0.15, -0.02], [0.92, 1.25, -0.43], [0.23, -2.12, -0.41], [-4.46, -2.40, -4.59]]}

***

No. 2
{"formula": "C32H45BF3IrN6O2", "method": "ωB97M-V with the def2-TZVPD basis set", "lumo_ev": [0.412, -2.079], "charge": 0, "homo_lumo_gap_ev": [9.06, 6.64], "s_squared": 6.007, "spin_multiplicity": 5, "homo_energy_ev": [-8.65, -8.72], "species": ["Ir", "C", "C", "C", "C", "N", "N", "B", "N", "N", "C", "C", "C", "C", "C", "C", "C", "C", "N", "N", "C", "C", "C", "C", "C", "C", "C", "C", "C", "C", "C", "C", "H", "H", "H", "H", "H", "H", "H", "H", "H", "H", "H", "H", "H", "H", "H", "H", "H", "H", "H", "H", "H", "H", "H", "H", "H", "H", "H", "H", "H", "H", "H", "H", "H", "H", "H", "H", "H", "H", "H", "H", "O", "C", "O", "C", "C", "C", "C", "C", "C", "H", "H", "H", "H", "H", "F", "C", "F", "F"], "positions_angstrom": [[0.0547, -0.4040, 0.0638], [-1.3062, 5.0370, -0.7577], [-0.6593, 3.7662, -1.1952], [0.0176, 3.5083, -2.3691], [0.4296, 2.1703, -2.2898], [0.0180, 1.6584, -1.1308], [-0.6428, 2.6336, -0.4683], [-1.2701, 2.3946, 0.9066], [-2.3530, 1.3063, 0.7240], [-2.1007, 0.1318, 0.1058], [-3.2348, -0.5766, 0.0607], [-4.2486, 0.1912, 0.6413], [-3.6511, 1.3676, 1.0598], [-4.2761, 2.5270, 1.7591], [-3.3499, -1.9529, -0.5527], [-2.5109, -2.9616, 0.2426], [-2.8613, -1.8972, -2.0072], [-4.8099, -2.4055, -0.5168], [-0.1364, 1.9840, 1.8710], [0.8103, 1.0684, 1.5524], [1.6939, 1.0084, 2.5517], [1.3013, 1.9199, 3.5370], [0.1350, 2.5044, 3.0804], [-0.6889, 3.5525, 3.7472], [2.9423, 0.1631, 2.5719], [3.0570, -0.5604, 3.9201], [2.9163, -0.8734, 1.4548], [4.1500, 1.0939, 2.3854], [1.2107, 1.4360, -3.3470], [1.5022, 0.0120, -2.8955], [0.3865, 1.4072, -4.6415], [2.5339, 2.1755, -3.5870], [-1.1695, 5.7917, -1.5291], [-0.8644, 5.4048, 0.1689], [-2.3752, 4.9019, -0.5910], [0.1924, 4.1978, -3.1778], [-1.7806, 3.3900, 1.3039], [-5.2873, -0.0699, 0.7456], [-5.3198, 2.3032, 1.9686], [-4.2297, 3.4307, 1.1503], [-3.7678, 2.7292, 2.7025], [-1.4798, -2.6250, 0.3243], [-2.5049, -3.9362, -0.2471], [-2.8879, -3.0746, 1.2593], [-1.8492, -1.4911, -2.0554], [-3.5119, -1.2664, -2.6157], [-2.8461, -2.9016, -2.4326], [-5.1719, -2.4557, 0.5113], [-4.8954, -3.3993, -0.9577], [-5.4452, -1.7219, -1.0834], [1.8089, 2.1324, 4.4623], [-0.2323, 3.8114, 4.6997], [-1.7016, 3.1943, 3.9350], [-0.7546, 4.4528, 3.1353], [2.2287, -1.2549, 4.0517], [3.0582, 0.1473, 4.7509], [3.9871, -1.1317, 3.9546], [2.0880, -1.5675, 1.6275], [3.8328, -1.4642, 1.4500], [2.8282, -0.3901, 0.4756], [4.2074, 1.8252, 3.1928], [4.0812, 1.6306, 1.4368], [5.0681, 0.5035, 2.3882], [0.5666, -0.5311, -2.7427], [2.0767, 0.0240, -1.9673], [2.0845, -0.5274, -3.6429], [-0.5793, 0.9303, -4.4650], [0.9180, 0.8421, -5.4095], [0.2089, 2.4155, -5.0169], [3.1083, 2.2335, -2.6607], [2.3618, 3.1896, -3.9487], [3.1293, 1.6431, -4.3312], [0.0961, -2.5918, 3.1848], [-0.6633, -1.6260, 3.1661], [-0.8753, -0.8031, 2.2146], [-1.4620, -1.3114, 4.4438], [-2.5458, -0.4442, 4.4064], [-3.2632, -0.1776, 5.5650], [-2.8919, -0.7684, 6.7645], [-1.8066, -1.6325, 6.7992], [-1.0929, -1.9080, 5.6404], [-2.8250, 0.0082, 3.4672], [-4.1167, 0.4903, 5.5258], [-3.4485, -0.5587, 7.6696], [-1.5168, -2.1027, 7.7311], [-0.2517, -2.5881, 5.6535], [0.9288, -3.2619, 0.0738], [0.9577, -2.2448, -0.8012], [0.2724, -2.6641, -1.8925], [2.2424, -2.1261, -1.1923]], "forces_ev_per_angstrom": [[-0.23, -0.13, 0.70], [0.00, -0.09, 0.09], [0.14, -0.06, -0.26], [-0.03, 0.00, 0.05], [-0.03, 0.17, -0.05], [0.07, -0.36, 0.05], [-0.10, 0.46, -0.06], [0.20, -0.30, -0.19], [-0.17, 0.12, 0.26], [0.21, -0.36, -0.24], [-0.03, 0.18, 0.06], [0.02, -0.01, 0.04], [-0.09, -0.18, -0.07], [0.11, 0.01, -0.02], [0.08, -0.11, -0.02], [0.07, 0.23, 0.00], [0.00, 0.05, 0.13], [0.05, 0.09, -0.07], [-0.23, 0.10, 0.30], [0.33, -0.21, -0.36], [-0.17, 0.17, 0.11], [-0.04, -0.04, -0.02], [0.28, -0.04, 0.06], [-0.04, -0.03, -0.11], [0.07, -0.09, -0.10], [-0.06, 0.04, -0.04], [-0.18, 0.06, 0.13], [-0.07, -0.04, -0.02], [0.03, -0.13, 0.00], [-0.09, 0.32, 0.01], [0.04, -0.02, 0.08], [-0.04, -0.07, 0.03], [0.00, 0.01, 0.00], [-0.03, 0.02, 0.00], [0.00, 0.02, 0.01], [0.00, 0.01, 0.01], [-0.05, 0.05, 0.05], [0.02, 0.01, 0.02], [0.00, -0.01, 0.00], [-0.01, 0.01, 0.03], [-0.04, 0.04, 0.01], [0.09, -0.09, 0.08], [-0.07, 0.00, -0.03], [0.00, 0.01, 0.02], [-0.03, -0.03, -0.08], [0.00, 0.02, 0.01], [0.01, 0.01, -0.03], [-0.04, -0.03, -0.02], [0.00, -0.01, 0.00], [-0.05, -0.03, 0.01], [-0.04, 0.01, 0.02], [-0.02, 0.00, 0.02], [-0.01, 0.01, 0.02], [-0.02, 0.01, 0.03], [-0.08, -0.04, 0.02], [0.03, -0.03, 0.00], [0.01, 0.04, -0.01], [0.01, -0.04, -0.07], [0.04, 0.02, -0.02], [0.03, -0.04, 0.03], [0.01, 0.02, -0.01], [0.03, 0.01, 0.01], [0.02, 0.02, -0.01], [0.07, 0.00, -0.06], [0.01, 0.00, -0.08], [0.00, -0.03, 0.00], [-0.01, 0.00, -0.04], [0.00, 0.01, -0.01], [-0.02, 0.00, -0.01], [0.03, 0.02, -0.02], [0.01, 0.01, 0.01], [0.00, 0.01, -0.01], [0.05, 0.28, -0.33], [0.22, -0.47, 0.93], [-0.10, 0.21, -0.89], [0.22, -0.01, -0.65], [-0.04, 0.01, 0.22], [-0.04, 0.06, -0.09], [-0.01, 0.01, 0.02], [0.07, -0.06, 0.01], [-0.08, 0.00, 0.12], [-0.01, 0.05, -0.14], [0.02, -0.02, 0.04], [0.00, -0.01, -0.01], [-0.01, 0.03, 0.00], [-0.01, -0.01, -0.07], [-0.08, 0.16, 0.04], [-0.16, -0.02, 0.39], [-0.07, 0.01, 0.00], [0.03, 0.00, 0.03]]}

***

No. 3
{"formula": "C30H43BrLaN6O8", "method": "ωB97M-V with the def2-TZVPD basis set", "lumo_ev": -6.707, "charge": 3, "homo_lumo_gap_ev": 7.92, "spin_multiplicity": 1, "e_above_lowest_kj_mol": 0.0, "homo_energy_ev": -14.63, "species": ["La", "C", "N", "C", "C", "O", "C", "O", "C", "C", "O", "N", "C", "C", "H", "H", "H", "H", "H", "H", "H", "H", "H", "H", "H", "H", "H", "H", "H", "H", "C", "N", "C", "C", "O", "C", "O", "C", "C", "O", "N", "C", "C", "H", "H", "H", "H", "H", "H", "H", "H", "H", "H", "H", "H", "H", "H", "H", "H", "C", "O", "C", "C", "C", "Br", "C", "C", "C", "O", "C", "N", "C", "C", "C", "C", "C", "C", "N", "H", "H", "H", "H", "H", "H", "H", "H", "H", "H", "H"], "positions_angstrom": [[0.1857, -0.8765, -0.1223], [3.5930, -4.5488, -0.5873], [2.5956, -4.7690, 0.4508], [2.7022, -6.0226, 1.1665], [1.7227, -3.8425, 0.6778], [1.7319, -2.7802, 0.0044], [0.7392, -4.0218, 1.8214], [-0.3012, -3.0626, 1.8432], [-0.5477, -2.5288, 3.1338], [0.3236, -1.3178, 3.2996], [0.7537, -0.7081, 2.2795], [0.5294, -0.8653, 4.5386], [0.2954, -1.7625, 5.6938], [1.2698, 0.3452, 4.7563], [3.8335, -3.4695, -0.6443], [3.2233, -4.8740, -1.5692], [4.4903, -5.1241, -0.2972], [3.1115, -6.7574, 0.4738], [1.7123, -6.3935, 1.4520], [3.2973, -5.9922, 2.0408], [1.3165, -3.9941, 2.7439], [0.2631, -4.9645, 1.7915], [-0.4662, -3.2899, 3.8973], [-1.5638, -2.1476, 3.1270], [0.3728, -1.1679, 6.5913], [1.0946, -2.5485, 5.7401], [-0.6945, -2.2543, 5.6864], [1.7484, 0.6445, 3.8365], [2.0265, 0.1949, 5.5431], [0.6531, 1.1543, 5.1496], [-3.2999, 1.7818, 2.2100], [-3.2896, 1.6962, 0.7359], [-4.2635, 2.4533, -0.0659], [-2.5762, 0.7280, 0.1506], [-1.9188, -0.0715, 0.8481], [-2.6556, 0.5776, -1.3873], [-1.7311, -0.4726, -1.7008], [-1.8779, -1.0177, -3.0364], [-1.1687, -2.3552, -3.0142], [-0.1509, -2.5007, -2.2690], [-1.5799, -3.2808, -3.8712], [-1.0368, -4.6155, -3.9079], [-2.6408, -3.0665, -4.8431], [-3.7657, 0.8898, 2.6170], [-3.8369, 2.6602, 2.4558], [-2.3020, 1.8644, 2.6056], [-4.4870, 3.4181, 0.3819], [-5.1435, 1.8656, -0.2541], [-3.8063, 2.6838, -1.0108], [-2.4371, 1.4812, -1.9204], [-3.6829, 0.2412, -1.6269], [-1.3525, -0.4154, -3.7798], [-2.9430, -1.0410, -3.2338], [-0.2706, -4.6814, -3.1553], [-0.5478, -4.8781, -4.8573], [-1.8319, -5.3285, -3.6677], [-2.9335, -2.0530, -4.8892], [-3.5566, -3.5270, -4.5131], [-2.4089, -3.4822, -5.8163], [2.9028, -1.3419, -2.3789], [2.1838, -0.3172, -1.6189], [2.4952, 1.0122, -1.7796], [3.5889, 1.4981, -2.4727], [3.7615, 2.8631, -2.6044], [5.1394, 3.4947, -3.7233], [2.8588, 3.7809, -2.0629], [1.7484, 3.2513, -1.3350], [1.5523, 1.8799, -1.1732], [0.5910, 1.4283, -0.4149], [0.8035, 4.2281, -0.7629], [0.1472, 4.0075, 0.3823], [-0.4919, 5.1657, 0.8183], [-1.2621, 5.4324, 1.9420], [-1.7392, 6.7284, 2.0124], [-1.5158, 7.7138, 1.0499], [-0.8113, 7.3483, -0.0911], [-0.2579, 6.0937, -0.1535], [0.5744, 5.4761, -1.1391], [3.8716, -1.4144, -1.8908], [2.9939, -1.0070, -3.4340], [2.3040, -2.2321, -2.3233], [4.2311, 0.7945, -3.0286], [3.0059, 4.8381, -2.2278], [0.1883, 3.0808, 0.7597], [-1.4204, 4.7740, 2.7870], [-2.2476, 6.9862, 2.9352], [-1.9233, 8.7215, 1.1522], [-0.5261, 8.0557, -0.8457], [0.7374, 5.8507, -2.0819]], "forces_ev_per_angstrom": [[0.66, -1.05, 0.16], [0.84, 0.43, -0.15], [0.85, -0.66, -0.22], [-1.34, -1.00, -0.76], [-0.79, 1.26, 0.15], [-0.43, -0.04, 0.32], [0.30, 0.44, 0.22], [0.04, 0.32, -0.59], [0.00, -0.03, -0.97], [0.77, 1.39, 0.65], [-0.51, -0.48, 0.67], [-0.47, -1.42, -0.58], [0.30, -0.58, -0.01], [0.79, 0.63, 0.92], [-0.04, -0.76, 0.07], [0.11, -0.04, 0.28], [-0.41, 0.36, -0.37], [0.03, 0.00, 0.16], [0.18, 0.07, -0.07], [0.83, 0.35, 0.83], [0.16, 0.08, 0.20], [-0.33, -1.28, -0.19], [0.13, -0.09, 0.12], [-0.34, -0.08, 0.05], [-0.08, 0.11, 0.21], [-0.66, 0.65, -0.04], [0.50, 0.47, -0.05], [0.10, 0.14, -0.09], [-0.09, -0.18, -0.45], [-0.31, -0.07, -0.23], [0.06, -0.68, -0.93], [0.34, -0.44, -0.61], [0.73, 0.21, 0.21], [-0.93, 0.91, 0.53], [0.15, -0.01, -0.34], [-0.25, -1.36, 1.03], [-0.34, 0.39, -0.75], [0.18, 0.28, 0.94], [1.07, -0.79, -0.17], [-1.44, 0.58, -0.03], [-0.12, 0.47, -0.32], [0.66, -0.65, 0.34], [-0.65, -0.39, 0.45], [-0.15, 0.02, 0.18], [-0.65, 0.71, 0.40], [0.46, -0.05, -0.02], [-0.14, -0.21, 0.27], [-0.60, -0.08, 0.14], [0.10, 0.17, -0.48], [0.28, 0.51, -0.27], [0.34, 0.21, -0.02], [-0.15, 0.34, 0.01], [-0.04, -0.22, -0.21], [0.20, -0.13, 0.35], [-0.48, 0.32, 0.08], [0.13, 0.05, -0.22], [0.21, 1.14, -0.61], [-0.32, -0.74, 0.24], [0.36, 0.17, -0.07], [0.21, 1.54, -0.36], [-0.34, -0.59, -0.16], [0.02, 0.66, -0.17], [-0.37, -1.31, -0.36], [-0.38, 1.36, -0.19], [0.10, 0.00, 0.12], [-0.21, -1.69, 0.04], [0.52, 1.66, -1.02], [1.02, 0.54, 0.08], [-0.83, -0.82, 0.29], [0.43, -1.08, 0.59], [0.41, -0.05, -0.33], [-0.19, -1.55, 0.50], [0.17, 0.63, -0.18], [-0.29, 0.16, 1.14], [-0.07, -0.50, -0.81], [0.50, 1.11, 0.16], [0.31, 0.09, -1.16], [-0.75, 1.13, -0.25], [0.14, -0.40, -0.31], [0.02, -0.25, 0.66], [-0.03, -0.29, 0.13], [-0.16, 0.58, 0.54], [-0.03, 0.02, 0.13], [-0.08, -0.36, 0.46], [0.10, -0.21, -0.29], [-0.15, 0.16, -0.18], [0.22, -0.39, 0.04], [-0.27, 0.41, -0.27], [0.17, -0.23, 0.82]]}

***

No. 4
{"formula": "O5S2", "method": "ωB97M-V with the def2-TZVPD basis set", "lumo_ev": [6.579, 6.429], "charge": -2, "homo_lumo_gap_ev": [6.86, 4.98], "spin_multiplicity": 1, "e_above_lowest_kj_mol": 94.8, "homo_energy_ev": [-0.28, 1.44], "species": ["O", "O", "O", "O", "O", "S", "S"], "positions_angstrom": [[1.4836, 0.8907, 1.2190], [2.2997, 0.5699, -1.1387], [-2.7751, -0.1676, -1.2837], [-2.4424, -0.0385, 1.0840], [1.8263, -1.5131, 0.3385], [-1.8358, 0.3004, -0.2331], [1.4438, -0.0417, 0.0139]], "forces_ev_per_angstrom": [[-0.05, -1.51, -1.48], [-1.55, -1.38, 1.93], [-0.05, -0.20, -1.21], [0.40, 0.08, 0.65], [-0.50, 2.83, -0.57], [-0.46, 0.23, 0.55], [2.20, -0.05, 0.13]]}